[1]
The following is a quantum chemistry calculation of C4H5NO2 as an isolated structure, from OMol25.

Results
LUMO energy = 0.56 eV
Total energy = -9808.014 eV

Geometry as XYZ:
```
12
Properties=species:S:1:pos:R:3:forces:R:3
O 0.57470 -1.22046 -0.52533 -0.2 0.1 0.0
C 0.41104 -0.27511 -2.04403 0.1 -0.3 -0.3
C -0.05086 -0.31826 0.29546 -0.2 -0.1 0.4
N -1.27372 -0.54321 0.66405 0.4 -0.1 0.0
O -1.56832 0.48623 1.52709 0.0 0.2 0.2
C -0.49151 1.28160 1.63816 0.1 0.1 0.0
C 0.52671 0.83746 0.86929 -0.1 0.0 0.1
H 0.04823 -2.04114 -0.51098 0.1 0.2 -0.1
H 1.33108 -0.67603 -2.49679 -0.1 -0.1 -0.1
H -0.41561 -0.90399 -2.42754 0.2 0.1 -0.1
H -0.59733 2.11640 2.31477 0.0 0.0 -0.1
H 1.50558 1.25652 0.69587 -0.2 -0.1 0.1
```
Forces are in eV/Å.

=====

[2]
The following is a quantum chemistry calculation of C4H5NO2 in the gas phase, from OMol25.

Results
SMILES = Cc1coc(=O)[nH]1
LUMO energy = 0.48 eV
Total energy = -9812.134 eV

Geometry as XYZ:
```
12
Properties=species:S:1:pos:R:3:forces:R:3
C -1.59112 -0.24070 -0.61263 0.0 -0.1 0.0
C -0.27548 0.13380 -0.02589 -0.4 -0.8 0.3
C 0.06687 1.40153 0.41151 0.1 -0.5 -0.3
O 1.37111 1.23044 0.96860 0.1 0.1 -0.4
C 1.78409 -0.05210 0.86250 0.0 0.0 -0.1
O 2.80911 -0.52018 1.26386 -0.2 0.1 -0.1
N 0.74904 -0.72168 0.18763 -0.1 -0.3 0.4
H -1.51405 -0.82507 -1.53129 0.1 0.0 0.1
H -2.09607 -0.85010 0.14320 -0.1 0.0 -0.2
H -2.21350 0.64169 -0.79621 0.3 -0.1 0.1
H 0.07821 1.47187 -0.73671 0.1 1.9 0.0
H 0.83179 -1.66949 -0.13459 0.0 -0.1 0.2
```
Forces are in eV/Å.

=====

[3]
The following is a quantum chemistry calculation of C4H5NO2 in the gas phase, from OMol25.

Results
SMILES = C#CC(=O)NOC
LUMO energy = 0.69 eV
Total energy = -9810.091 eV

Geometry as XYZ:
```
12
Properties=species:S:1:pos:R:3:forces:R:3
C 1.92545 -1.52657 -0.84739 -0.2 0.0 0.5
C 1.17177 -0.60617 -1.03439 -0.4 0.1 -0.7
C 0.19503 0.43507 -1.49655 1.1 -0.9 0.9
O 0.25831 1.01111 -2.54987 0.1 -0.1 -0.2
N -0.72990 0.80250 -0.55109 -0.6 0.0 0.4
O -1.22623 -0.10580 0.39529 -0.2 -0.2 -1.1
C -0.77032 0.23218 1.67326 1.9 0.4 0.4
H 2.53446 -2.36499 -0.53883 -0.2 0.5 -0.3
H -1.51440 1.23593 -0.98581 -0.5 0.6 -0.3
H -1.15961 1.20055 2.06159 0.0 -0.7 -0.3
H -1.03747 -0.61958 2.30359 0.0 0.3 0.1
H 0.35290 0.30576 1.57020 -1.0 0.0 0.7
```
Forces are in eV/Å.

=====

[4]
The following is a quantum chemistry calculation of C4H5NO2 in the gas phase, from OMol25.

Results
SMILES = O=CC(=O)N1CC1
LUMO energy = -0.45 eV
Total energy = -9812.118 eV

Geometry as XYZ:
```
12
Properties=species:S:1:pos:R:3:forces:R:3
O 2.01323 0.70220 1.88426 0.0 -0.1 -0.5
C 2.09247 0.36474 0.73457 0.1 0.2 0.5
C 0.91140 -0.14276 -0.09445 0.0 -0.2 -0.4
O 1.14429 -0.67358 -1.15631 -0.1 0.1 0.4
N -0.35651 0.04800 0.48761 0.2 0.0 0.2
C -1.41990 -0.78629 -0.08725 -0.2 -0.2 -0.1
C -1.33075 0.62703 -0.46648 -0.2 0.2 -0.2
H 3.04106 0.35912 0.16659 0.0 0.0 0.0
H -2.15636 -1.10279 0.64571 0.1 0.1 -0.1
H -1.11124 -1.52366 -0.82302 -0.1 0.1 0.1
H -0.94875 0.84039 -1.46214 -0.1 0.0 0.1
H -1.99745 1.36686 -0.03512 0.1 -0.1 0.0
```
Forces are in eV/Å.

=====

[5]
The following is a quantum chemistry calculation of C4H5NO2 in the gas phase, from OMol25.

Results
SMILES = O=C[C@H]1CN1C=O
LUMO energy = 0.41 eV
Total energy = -9811.801 eV

Geometry as XYZ:
```
12
Properties=species:S:1:pos:R:3:forces:R:3
O -2.13609 0.41647 -0.80001 -0.1 0.1 0.4
C -1.46520 0.12924 0.15933 -0.6 -0.4 -0.6
C -0.31787 -0.83645 -0.02615 0.2 -0.1 0.2
C 0.68320 -0.55622 -1.03379 -0.1 0.0 -0.5
N 1.10036 -0.41541 0.37948 -0.7 -0.2 0.5
C 0.98736 0.90260 0.87983 -0.3 0.4 0.0
O 0.10921 1.67622 0.56937 0.8 0.1 0.2
H -1.75442 0.39070 1.19891 0.0 -0.1 -0.3
H -0.61448 -1.86244 0.19698 0.4 0.2 0.1
H 0.55631 0.35127 -1.61388 0.0 0.0 0.1
H 1.16341 -1.39137 -1.52738 0.1 0.1 0.0
H 1.71147 1.17376 1.65841 0.2 -0.2 -0.2
```
Forces are in eV/Å.

=====

[6]
The following is a quantum chemistry calculation of C4H5NO2 in the gas phase, from OMol25.

Results
SMILES = Cc1oncc1O
LUMO energy = 0.45 eV
Total energy = -9811.677 eV

Geometry as XYZ:
```
12
Properties=species:S:1:pos:R:3:forces:R:3
C -1.36899 -0.95723 -0.65218 1.8 -1.3 -1.0
C -0.05880 -0.16416 -0.45324 -1.1 0.1 2.1
O 0.43261 0.53034 -1.49705 -0.5 -1.6 0.0
N 1.45967 1.26684 -1.10198 1.4 2.4 0.6
C 1.53758 1.23114 0.21005 -0.1 -0.5 0.2
C 0.60314 0.27544 0.70354 -0.7 -0.1 -1.7
O 0.47851 -0.01646 2.02352 -1.9 -1.2 0.4
H -1.51945 -1.64287 0.27667 -0.3 1.5 -1.7
H -2.14419 -0.22623 -0.96877 0.1 -0.8 0.8
H -1.22983 -1.66818 -1.58499 -0.2 1.3 1.9
H 2.19901 1.87259 0.83395 -0.4 -0.7 -1.0
H -0.38925 -0.50122 2.21047 1.8 1.0 -0.5
```
Forces are in eV/Å.

=====

[7]
The following is a quantum chemistry calculation of C4H5NO2 in the gas phase, from OMol25.

Results
SMILES = O=C[C@H]1CN=CO1
LUMO energy = 0.55 eV
Total energy = -9812.963 eV

Geometry as XYZ:
```
12
Properties=species:S:1:pos:R:3:forces:R:3
O -0.32519 0.21793 2.19146 0.4 -0.4 -0.2
C 0.27871 -0.62038 1.57109 -0.3 0.3 0.1
C 0.55416 -0.46143 0.07991 0.0 -0.1 0.0
C -0.76431 -0.44925 -0.75106 -0.1 -0.2 0.0
N -0.90017 0.93567 -1.20789 0.4 0.2 0.2
C 0.13673 1.53543 -0.80924 -0.2 0.1 -0.2
O 1.09160 0.85178 -0.12880 0.0 0.1 0.0
H 0.63398 -1.55406 2.05035 -0.1 0.0 0.0
H 1.28806 -1.19292 -0.26850 -0.1 0.1 0.1
H -0.72624 -1.12256 -1.61395 0.0 0.1 0.1
H -1.63420 -0.72391 -0.14662 0.1 0.0 -0.1
H 0.36687 2.58370 -0.96675 0.0 -0.1 0.0
```
Forces are in eV/Å.

=====

[8]
The following is a quantum chemistry calculation of C4H5NO2 in the gas phase, from OMol25.

Results
SMILES = O=CC(=O)N1CC1
LUMO energy = -0.28 eV
Total energy = -9812.395 eV

Geometry as XYZ:
```
12
Properties=species:S:1:pos:R:3:forces:R:3
O 1.71065 1.46005 1.06571 0.1 -0.5 -0.4
C 1.99978 0.48071 0.42800 0.0 0.4 0.2
C 0.97731 -0.55698 -0.04291 -0.1 -0.3 -0.1
O 1.33705 -1.49877 -0.71719 -0.1 0.3 0.3
N -0.29362 -0.35528 0.44219 0.3 -0.1 0.0
C -1.48074 -0.72317 -0.28116 -0.1 -0.2 -0.1
C -1.17017 0.71007 0.00810 -0.1 0.3 0.0
H 3.03380 0.24053 0.11407 -0.1 0.0 0.0
H -2.23736 -1.23401 0.30839 0.1 0.1 -0.1
H -1.34687 -1.09218 -1.29591 0.0 0.1 0.1
H -0.83727 1.32546 -0.82601 0.0 -0.1 0.2
H -1.69257 1.24354 0.79672 0.1 -0.1 -0.1
```
Forces are in eV/Å.

=====

[9]
The following is a quantum chemistry calculation of C4H5NO2 in the gas phase, from OMol25.

Results
SMILES = O[C@@H]1O[C@]12[C@@H]1CN12
LUMO energy = 0.79 eV
Total energy = -9810.147 eV

Geometry as XYZ:
```
12
Properties=species:S:1:pos:R:3:forces:R:3
O -1.99441 -0.75187 -0.91740 0.0 0.5 -0.1
C -1.44899 -0.61109 0.30755 -0.2 0.3 0.7
O -1.47858 0.78410 0.98515 -0.4 -0.6 -0.5
C -0.32371 0.25596 0.51197 0.3 -0.1 -0.4
C 0.74164 0.80436 -0.35020 0.1 0.3 0.1
C 1.67255 -0.29163 -0.04372 0.3 -0.2 -0.1
N 0.96883 0.31998 1.08723 0.2 0.0 0.4
H -1.51759 -0.11784 -1.47538 -0.2 -0.2 -0.3
H -1.77828 -1.38644 0.98182 0.2 0.0 0.2
H 0.97516 1.83208 -0.60326 -0.1 -0.2 0.0
H 1.41552 -1.31048 -0.33706 0.0 0.1 0.1
H 2.73695 -0.07440 -0.02742 -0.2 0.0 -0.1
```
Forces are in eV/Å.

=====

[10]
The following is a quantum chemistry calculation of a 2-piece molecular cluster, C4H5NO2 overall, from OMol25.

Results
LUMO energy = -0.73 eV
Total energy = -9809.423 eV

Geometry as XYZ:
```
12
Properties=species:S:1:pos:R:3:forces:R:3
O 2.33036 -1.21212 -0.95446 -0.3 0.4 0.4
C 1.71914 -0.40754 -0.32272 0.7 -0.4 -0.3
C 0.10810 -0.00235 -0.66576 -0.2 -0.2 0.1
C -0.14199 -0.81120 0.48625 -0.1 0.0 0.0
N -2.03383 0.15220 0.89124 0.1 0.9 -0.4
C -1.86442 1.21452 0.42125 -0.2 -0.8 0.4
O 0.01283 1.28093 -0.55489 0.0 0.0 0.0
H 2.13846 0.36370 0.34784 0.0 -0.1 -0.1
H -0.08297 -0.49576 -1.63220 0.0 0.1 0.1
H -0.28022 -1.88643 0.39490 0.0 0.2 0.0
H 0.13644 -0.42523 1.46209 0.0 0.0 -0.1
H -2.04190 2.22929 0.12646 0.1 -0.1 0.0
```
Forces are in eV/Å.

=====

[11]
The following is a quantum chemistry calculation of C4H5NO2 in the gas phase, from OMol25.

Results
SMILES = O=C[C@H]1CN=CO1
LUMO energy = 0.63 eV
Total energy = -9812.692 eV

Geometry as XYZ:
```
12
Properties=species:S:1:pos:R:3:forces:R:3
O 2.70986 -0.37507 -0.77775 -0.4 0.3 -0.3
C 1.53781 -0.15817 -0.93882 0.5 0.0 0.0
C 0.59866 0.11502 0.19978 -0.2 -0.7 0.1
C -0.61638 1.02630 0.08388 0.1 0.0 -0.1
N -1.62889 0.24149 0.80858 -0.7 -0.2 -0.5
C -1.28135 -0.96858 0.69450 -0.5 0.5 0.3
O -0.05307 -1.24959 0.20726 0.3 0.9 0.6
H 1.01762 -0.30552 -1.90529 0.2 0.1 -0.1
H 1.13507 0.30579 1.14278 -0.1 -0.5 -0.3
H -0.95080 1.13616 -0.96142 0.1 0.0 0.2
H -0.52914 2.03107 0.51239 0.3 -0.4 0.0
H -1.93938 -1.79891 0.93412 0.4 -0.1 0.1
```
Forces are in eV/Å.

=====

[12]
The following is a quantum chemistry calculation of C4H5NO2 in the gas phase, from OMol25.

Results
SMILES = NC1=CCOC1=O
LUMO energy = 0.45 eV
Total energy = -9812.330 eV

Geometry as XYZ:
```
12
Properties=species:S:1:pos:R:3:forces:R:3
N -1.05794 -1.57931 0.38201 0.0 -0.4 -0.5
C -0.27709 -0.53355 0.06139 0.0 -0.3 0.0
C 0.92377 -0.11800 0.49631 -0.4 -0.2 -0.1
C 0.81212 1.34871 0.32531 0.5 0.2 0.3
O 0.18580 1.51898 -0.97849 -0.1 0.0 0.2
C -0.58439 0.39986 -1.08862 -0.4 -0.1 -0.1
O -1.23767 0.10322 -2.05432 0.1 0.4 0.6
H -0.61401 -2.41164 0.72977 -0.2 -0.1 0.1
H -1.95715 -1.65134 -0.05929 0.1 -0.3 -0.3
H 1.88610 -0.59651 0.59847 -0.3 -0.3 1.0
H 1.80715 1.69395 0.56059 0.3 1.3 -1.2
H 0.11331 1.82565 1.02688 0.3 -0.2 0.1
```
Forces are in eV/Å.

=====

Number 11 is which compound? C4H5NO2